No. 1
This record from the OMol25 dataset describes a molecular structure, C8H9BrN2O6ReS5Sb. The level of theory is wB97M-V/def2-TZVPD.

Each line ends with the Löwdin charge.
CARTESIAN COORDINATES (ANGSTROEM)
Re -0.200 -0.129 -0.167  1.072
Br 0.329 -3.604 0.096  0.899
C -0.284 -2.738 1.650  -0.686
C -0.512 -3.445 2.826  -0.043
C -1.023 -2.769 3.921  0.027
C -1.273 -1.403 3.812  0.058
C -0.992 -0.771 2.615  -0.166
N -0.510 -1.430 1.549  -0.108
C -1.185 0.718 2.415  -0.545
O -1.457 1.459 3.316  0.181
O -0.989 1.119 1.181  -0.228
H -0.293 -4.501 2.860  0.125
H -1.221 -3.299 4.841  0.138
H -1.672 -0.819 4.626  0.142
S -3.153 3.071 -1.613  0.096
Sb -2.155 1.487 -2.898  0.392
S 0.329 1.520 -1.832  0.601
S -2.016 -0.742 -1.184  0.304
S -1.787 0.161 -4.713  0.109
C 3.637 2.110 0.493  -0.192
S 2.160 1.647 1.441  1.005
C 2.976 0.842 2.845  -0.185
O 1.627 0.435 0.650  -0.728
H 4.174 2.864 1.061  0.080
H 3.328 2.544 -0.455  0.060
H 4.273 1.249 0.311  0.080
H 3.549 1.587 3.390  0.082
H 3.620 0.041 2.495  0.079
H 2.206 0.441 3.499  0.064
O 2.088 -1.249 -3.610  0.290
N 1.505 -0.778 -2.733  -0.390
O 1.061 0.563 -2.986  -0.475
O 1.200 -1.223 -1.650  -0.139

Its HOMO-LUMO gap is 0.2134 Eh. Its total charge is +2. Its total energy is -156572.5344 eV. The HOMO energy comes out at -0.5733 Ha. Its LUMO energy is -0.3599 Eh. The energy above the lowest of the compared OMol25 structures with the same formula, charge and spin is 38.7 kcal/mol.

***

No. 2
This record from the OMol25 dataset describes a gas-phase ion, C8H9ClN3 (charge +1). The level of theory is wB97M-V/def2-TZVPD.

Each line ends with the Löwdin charge.
CARTESIAN COORDINATES (ANGSTROEM)
H 0.245 -1.635 2.175  0.073
N 0.980 -1.742 1.499  0.209
C 0.989 -1.176 0.372  -0.308
C 2.041 -1.388 -0.665  0.000
C 1.658 -1.441 -1.942  -0.060
C 0.220 -1.613 -2.303  -0.594
Cl -0.255 -2.139 -3.919  0.707
C -0.627 -1.011 -1.467  -0.084
C -0.180 -0.385 -0.197  -0.090
C -1.021 0.593 0.216  0.032
C -0.924 1.681 1.195  -0.294
N -1.891 2.597 1.262  0.213
N 0.097 1.564 2.044  0.235
H 3.030 -1.360 -0.452  0.086
H 2.419 -1.478 -2.734  0.126
H -1.656 -0.916 -1.879  0.135
H -1.850 0.512 -0.406  0.091
H -1.974 3.247 1.988  0.110
H -2.251 3.054 0.407  0.167
H 0.930 1.031 1.890  0.126
H 0.020 2.005 2.915  0.120

Its HOMO-LUMO gap is 0.2622 Eh. Its total charge is +1. Its total energy is -25425.7812 eV. The HOMO energy comes out at -0.4560 Ha. Its LUMO energy is -0.1938 Eh. The energy above the lowest of the compared OMol25 structures with the same formula, charge and spin is 11.0 kcal/mol.

***

No. 3
This record from the OMol25 dataset describes 2 unconnected molecules or ions with the total composition C8H9ClNO3P. The level of theory is wB97M-V/def2-TZVPD.

Each line ends with the Mulliken spin population.
CARTESIAN COORDINATES (ANGSTROEM)
C 0.355 2.536 0.700  0.225
C 0.644 2.400 -0.655  -0.105
C 0.277 1.429 1.568  -0.123
C 0.505 1.195 -1.268  0.208
C 0.237 0.116 0.960  0.266
C 0.319 0.012 -0.430  -0.103
C -0.266 -2.525 -0.522  -0.015
C -0.110 -1.177 -1.036  0.539
N -4.346 0.725 -0.536  0.152
O -5.281 0.129 -1.021  0.135
O -4.079 1.856 -0.789  0.134
O -3.584 -1.842 0.593  0.225
P -2.932 -0.565 0.204  0.258
Cl -2.803 0.540 1.905  0.078
H 0.388 3.575 1.114  0.011
H 0.725 3.270 -1.211  -0.005
H 0.190 1.507 2.720  -0.003
H 0.419 1.018 -2.287  0.007
H 0.363 -0.598 1.681  0.011
H 0.546 -3.262 -0.780  0.052
H -0.143 -2.506 0.573  0.002
H -1.238 -2.744 -1.062  0.021
H -0.364 -1.120 -2.070  0.030

Its HOMO-LUMO gap (alpha / beta) is 0.2484 / 0.2100 Eh. Its spin multiplicity is 3. Its expectation value of S² is 2.060. Its total charge is 0. Its total energy is -37879.9570 eV. The HOMO energy (alpha / beta) comes out at -0.2674 / -0.3504 Ha. Its LUMO energy (alpha / beta) is -0.0191 / -0.1404 Eh. The energy above the lowest of the compared OMol25 structures with the same formula, charge and spin is 7.4 kcal/mol.

***

No. 4
This record from the OMol25 dataset describes a molecular structure, C8H9ClO3Pd. The level of theory is wB97M-V/def2-TZVPD.

Each line ends with the Mulliken spin population.
CARTESIAN COORDINATES (ANGSTROEM)
Cl 2.692 -1.477 0.703  0.377
C 0.900 1.391 -1.591  0.296
C -0.388 1.779 -1.099  0.342
C -1.184 0.618 -0.871  0.192
H -0.725 2.790 -0.933  0.019
C -0.332 -0.514 -1.240  0.420
C 0.995 -0.030 -1.594  0.301
H 1.857 -0.731 -1.794  0.006
H 1.709 2.047 -1.881  0.011
H -2.201 0.502 -0.481  0.021
C -0.724 -1.941 -1.191  0.030
Pd 0.122 0.435 0.790  1.236
C -0.881 1.807 1.864  0.125
C 2.147 0.240 1.244  0.172
O -1.373 2.591 2.525  0.002
O 2.901 0.965 1.820  0.298
H -1.572 -2.082 -0.514  0.004
H 0.096 -2.581 -0.833  0.012
H -1.041 -2.370 -2.154  0.038
O -0.704 -1.188 2.222  0.112
H -1.558 -1.507 1.898  -0.005
H -0.736 -0.744 3.113  -0.010

Its HOMO-LUMO gap (alpha / beta) is 0.3349 / 0.2612 Eh. Its spin multiplicity is 5. Its expectation value of S² is 6.018. Its total charge is +2. Its total energy is -30563.1901 eV. The HOMO energy (alpha / beta) comes out at -0.6271 / -0.7076 Ha. Its LUMO energy (alpha / beta) is -0.2922 / -0.4463 Eh. The energy above the lowest of the compared OMol25 structures with the same formula, charge and spin is 1.7 kcal/mol.

***

No. 5
This record from the OMol25 dataset describes a molecular structure, C8H9CoNO5. The level of theory is wB97M-V/def2-TZVPD.

Each line ends with the Mulliken spin population.
CARTESIAN COORDINATES (ANGSTROEM)
Co 1.154 1.663 -1.621  2.557
O 3.468 -0.185 -1.681  0.064
C 2.562 0.519 -1.621  0.042
C -0.278 1.611 -2.631  0.028
O -1.258 1.437 -3.220  0.078
C 0.613 2.652 -0.303  0.032
O 0.226 3.259 0.619  0.091
C 1.883 2.978 -2.412  -0.025
O 2.163 3.942 -2.986  0.070
C -1.137 -2.135 2.140  0.018
N -1.077 -1.332 0.919  0.576
C -2.148 -1.492 -0.050  0.015
C -0.081 -0.513 0.538  -0.046
C 1.056 -0.218 1.463  0.015
O -0.242 -0.061 -0.620  0.308
H -2.044 -2.744 2.060  0.005
H -1.224 -1.491 3.046  0.048
H -0.257 -2.818 2.212  0.048
H -2.692 -0.533 -0.189  0.039
H -1.753 -1.846 -1.024  0.040
H -2.859 -2.233 0.325  0.007
H 1.991 -0.378 0.929  -0.009
H 0.973 0.817 1.797  -0.005
H 0.961 -0.896 2.312  0.003

Its HOMO-LUMO gap (alpha / beta) is 0.3852 / 0.2544 Eh. Its spin multiplicity is 5. Its expectation value of S² is 6.032. Its total charge is +3. Its total energy is -57758.2052 eV. The HOMO energy (alpha / beta) comes out at -0.8478 / -0.8686 Ha. Its LUMO energy (alpha / beta) is -0.4626 / -0.6142 Eh.

***

No. 6
This record from the OMol25 dataset describes 2 unconnected molecules or ions with the total composition C8H9F2PS. The level of theory is wB97M-V/def2-TZVPD.

Each line ends with the Löwdin charge.
CARTESIAN COORDINATES (ANGSTROEM)
F 4.325 -0.496 -0.322  0.082
C 3.025 -0.734 -0.292  -0.251
C 2.325 -1.362 -1.349  0.000
C 0.964 -1.500 -1.211  -0.115
C 0.317 -1.082 -0.061  -0.125
C 0.986 -0.434 0.901  -0.326
F 0.441 0.015 2.051  0.039
C 2.350 -0.161 0.814  0.082
H 2.731 -1.589 -2.254  0.084
H 0.414 -2.128 -1.939  0.130
H -0.799 -1.065 -0.021  0.084
H 2.870 0.311 1.669  0.140
C -3.516 0.169 -0.196  -0.255
P -2.086 1.000 -0.461  0.338
C -1.505 1.904 0.945  -0.285
S -0.931 1.092 -2.046  0.225
H -3.577 -0.054 0.855  -0.008
H -4.212 -0.327 -0.883  0.016
H -1.785 2.949 0.784  0.058
H -1.924 1.751 1.895  0.035
H -0.412 1.740 1.120  0.053

Its HOMO-LUMO gap is 0.3086 Eh. Its total charge is 0. Its total energy is -33999.1707 eV. The HOMO energy comes out at -0.3097 Ha. Its LUMO energy is -0.0012 Eh. The energy above the lowest of the compared OMol25 structures with the same formula, charge and spin is 11.4 kcal/mol.

***

No. 7
This record from the OMol25 dataset describes 2 unconnected molecules or ions with the total composition C8H9F3O2S. The level of theory is wB97M-V/def2-TZVPD.

Each line ends with the Löwdin charge.
CARTESIAN COORDINATES (ANGSTROEM)
C -0.747 -1.494 -1.818  0.058
C -1.859 -0.769 -2.195  0.018
C -0.982 -0.583 0.423  -0.073
C -2.237 0.218 0.031  -0.078
C -0.357 0.887 -1.270  -0.020
C -0.072 -0.570 -0.829  -0.230
C -1.810 0.441 -1.319  0.020
C 3.124 0.145 1.750  -0.693
O 1.426 1.999 0.757  -0.532
O 0.661 0.782 2.784  -0.519
F 3.666 -0.111 2.953  0.068
F 2.559 -1.018 1.295  0.043
F 4.063 0.472 0.885  0.111
S 1.717 1.553 2.107  0.737
H -0.447 -2.462 -1.917  0.097
H -2.518 -1.154 -2.992  0.126
H -0.402 -0.060 1.176  0.080
H -1.341 -1.500 0.821  0.130
H -3.129 -0.237 0.121  0.093
H -2.221 1.284 0.454  0.177
H -0.197 1.676 -0.449  0.131
H 0.137 1.094 -2.170  0.120
H 0.964 -0.594 -0.600  0.136

Its HOMO-LUMO gap is 0.1450 Eh. Its total charge is 0. Its total energy is -31518.2669 eV. The HOMO energy comes out at -0.2615 Ha. Its LUMO energy is -0.1165 Eh. The energy above the lowest of the compared OMol25 structures with the same formula, charge and spin is 82.7 kcal/mol.

***

No. 8
This record from the OMol25 dataset describes a single C8H9FN2 molecule. The level of theory is wB97M-V/def2-TZVPD.

Each line ends with the Löwdin charge.
CARTESIAN COORDINATES (ANGSTROEM)
C 0.633 -1.164 -0.353  -0.044
C -2.794 -1.613 0.229  -0.214
C -1.657 0.153 -0.083  -0.261
C -0.763 -1.074 -0.253  -0.201
C -1.054 1.340 0.029  0.000
C 1.335 0.026 -0.943  -0.258
C 1.443 1.297 -0.240  -0.074
C 1.994 1.571 1.113  -0.075
N -2.926 -0.333 0.112  0.100
N -1.602 -2.146 -0.049  0.080
F -1.635 2.554 0.173  0.004
H 1.072 -2.145 -0.180  0.088
H -3.569 -2.394 0.408  0.138
H 2.279 -0.233 -1.346  0.111
H 0.694 0.193 -1.747  0.091
H 1.311 2.109 -0.894  0.088
H 2.324 0.577 1.514  0.101
H 1.310 2.225 1.684  0.096
H 2.886 2.159 0.951  0.071
H -1.281 -3.102 -0.128  0.159

Its HOMO-LUMO gap (alpha / beta) is 0.2676 / 0.2673 Eh. Its total charge is 0. Its total energy is -14134.1432 eV. The HOMO energy (alpha / beta) comes out at -0.2625 / -0.2624 Ha. Its LUMO energy (alpha / beta) is 0.0051 / 0.0049 Eh. The energy above the lowest of the compared OMol25 structures with the same formula, charge and spin is 82.1 kcal/mol.